No. 1
{"formula": "C9H12N2O", "method": "ωB97M-V with the def2-TZVPD basis set", "species": ["C", "C", "C", "C", "C", "C", "C", "C", "C", "N", "N", "O", "H", "H", "H", "H", "H", "H", "H", "H", "H", "H", "H", "H"], "coordinates": [[1.545, 2.070, 1.988], [0.934, 2.842, 1.078], [1.629, 0.674, 1.782], [0.415, 2.333, -0.169], [0.976, 0.152, 0.679], [0.307, 0.892, -0.306], [1.020, -1.409, 0.537], [-1.114, 0.968, -2.169], [-1.915, -3.141, -0.456], [-0.229, 0.186, -1.289], [-0.394, -1.751, 0.441], [-0.527, -3.009, -0.172], [2.043, 2.505, 2.834], [0.799, 3.883, 1.175], [2.121, -0.079, 2.378], [-0.060, 3.000, -0.787], [1.505, -1.849, -0.305], [1.400, -1.993, 1.494], [-1.754, 1.611, -1.516], [-0.299, 1.444, -2.730], [-1.594, 0.315, -2.966], [-2.213, -4.184, -0.400], [-2.035, -2.731, -1.435], [-2.559, -2.730, 0.314]], "mulliken_charge": [-0.60, -0.59, -0.58, -0.47, 0.94, 0.30, -0.64, -0.97, -0.56, -0.40, -0.30, -0.18, 0.38, 0.40, 0.35, 0.51, 0.33, 0.28, 0.35, 0.36, 0.30, 0.28, 0.23, 0.29], "e_tot_ha": -534.68949, "homo_lumo_gap_ev": [8.93, 6.96], "lumo_ev": [0.89, -1.01], "relative_energy_kj_mol": 582.5, "total_charge": 0}


No. 2
{"formula": "CH3F2OP", "method": "ωB97M-V with the def2-TZVPD basis set", "species": ["C", "O", "P", "F", "F", "H", "H", "H"], "coordinates": [[1.240, -0.093, 0.162], [-0.157, 0.035, 0.410], [-1.367, -0.215, -0.633], [-2.079, 1.404, -0.580], [-2.379, -0.758, 0.453], [1.349, -0.149, -0.934], [1.618, -1.065, 0.568], [1.776, 0.840, 0.555]], "mulliken_charge": [-0.48, -0.19, 0.52, -0.35, -0.20, 0.26, 0.23, 0.21], "e_tot_ha": -656.29248, "homo_lumo_gap_ev": 11.78, "lumo_ev": 0.79, "relative_energy_kj_mol": 26.8, "total_charge": 0}


No. 3
{"formula": "C4H7NO2", "method": "ωB97M-V with the def2-TZVPD basis set", "species": ["C", "C", "C", "C", "N", "O", "O", "H", "H", "H", "H", "H", "H", "H"], "coordinates": [[2.222, 2.000, -0.269], [0.358, -0.395, 1.031], [0.185, -0.054, -0.432], [-0.445, -1.072, -1.391], [1.406, 2.886, -0.333], [3.141, 1.343, -0.051], [-0.917, 0.361, 0.726], [0.055, -1.464, 1.306], [1.165, 0.097, 1.568], [-1.497, -1.316, -1.077], [0.102, -2.002, -1.443], [-0.473, -0.632, -2.388], [-0.460, 1.166, 0.922], [0.966, 3.277, -1.155]], "mulliken_charge": [0.60, -0.38, 0.14, -1.15, -0.50, -0.40, -0.31, 0.27, 0.20, 0.30, 0.29, 0.27, 0.38, 0.29], "e_tot_ha": -361.67455, "homo_lumo_gap_ev": 8.35, "lumo_ev": 0.80, "relative_energy_kj_mol": 541.7, "total_charge": 0}


No. 4
{"formula": "C15H28HfN4O5SSe4", "method": "ωB97M-V with the def2-TZVPD basis set", "species": ["Hf", "C", "C", "N", "C", "C", "C", "C", "C", "C", "C", "N", "C", "C", "N", "N", "H", "H", "H", "H", "H", "H", "H", "H", "H", "H", "H", "H", "H", "H", "H", "H", "H", "H", "Se", "Se", "Se", "Se", "O", "S", "O", "O", "O", "C", "C", "O", "C", "C", "H", "H", "H", "H", "H", "H", "H", "H", "H", "H"], "coordinates": [[1.792, 0.167, -0.346], [0.773, 2.417, -2.745], [1.837, 1.572, -3.375], [1.731, 0.226, -2.797], [0.703, -0.586, -3.314], [-0.653, -0.623, -2.535], [-1.781, -1.203, -3.008], [-2.933, -1.014, -2.224], [-2.845, -0.386, -0.988], [-1.620, 0.064, -0.584], [-1.400, 0.424, 0.828], [-0.176, 1.204, 1.030], [-0.259, 2.608, 0.840], [-0.136, 2.992, -0.638], [1.007, 2.403, -1.306], [-0.489, -0.124, -1.321], [-0.205, 2.042, -2.928], [0.811, 3.417, -3.165], [2.866, 1.946, -3.208], [1.659, 1.478, -4.474], [2.534, -0.352, -2.934], [0.969, -1.662, -3.439], [0.361, -0.369, -4.313], [-1.753, -1.632, -4.040], [-3.918, -1.437, -2.550], [-3.752, -0.230, -0.453], [-1.341, -0.434, 1.435], [-2.222, 0.984, 1.198], [0.285, 0.986, 1.902], [0.464, 3.118, 1.451], [-1.255, 2.979, 1.185], [-0.079, 4.110, -0.724], [-1.083, 2.655, -1.132], [1.874, 3.020, -1.201], [1.205, -1.380, 1.736], [3.586, -1.134, 1.563], [4.251, -2.878, 0.065], [2.804, -2.392, -1.603], [3.662, 1.097, -0.843], [3.698, 2.216, 0.217], [4.862, 2.034, 1.002], [2.375, 1.772, 0.960], [3.411, 3.496, -0.446], [-1.474, -0.393, 4.774], [-1.134, -1.764, 4.184], [-1.799, -1.930, 2.967], [-1.644, -3.315, 2.556], [-1.565, -3.533, 1.016], [-1.043, -0.052, 5.690], [-2.533, -0.449, 5.017], [-1.280, 0.499, 4.185], [-1.479, -2.592, 4.856], [-0.080, -1.922, 4.051], [-2.351, -3.928, 3.102], [-0.686, -3.599, 2.970], [-1.754, -2.553, 0.484], [-2.289, -4.244, 0.573], [-0.507, -3.814, 0.793]], "mulliken_charge": [1.05, -1.04, -0.92, -0.20, -1.90, 0.98, -1.09, -0.44, -0.97, 0.45, -0.66, 0.09, -1.19, -0.90, 0.19, 1.01, 0.57, 0.51, 0.41, 0.44, 0.41, 0.37, 0.56, 0.45, 0.39, 0.57, -0.62, 0.51, 0.43, 0.55, 0.43, 0.45, 0.38, 0.52, 0.22, -0.22, -0.14, -0.34, -0.64, 1.16, -0.64, -0.52, -0.81, -1.32, -0.09, -0.36, -0.51, -0.63, 0.43, 0.31, 0.18, 0.40, 0.26, 0.49, 0.38, -0.02, 0.37, 0.22], "e_tot_ha": -11235.73086, "homo_lumo_gap_ev": 6.46, "lumo_ev": -0.56, "relative_energy_kj_mol": 51.9, "total_charge": 0}